# 1
{"formula": "CHClINO", "method": "wB97M-V/def2-TZVPD", "energy_ev": -25211.991, "homo_lumo_gap_ev": 9.98, "smiles": "O=C=NCl.I", "largest_force_ev_per_a": 3.3, "symbols": ["O", "C", "N", "Cl", "I", "H"], "xyz": [[0.159, -1.264, 1.406], [0.738, -0.704, 0.579], [1.512, -0.342, -0.238], [1.491, 0.410, -1.740], [-2.638, 1.306, 0.150], [-1.263, 0.594, -0.157]], "atomic_forces_ev_per_a": [[-0.88, -0.07, 1.12], [-0.79, -1.20, 0.42], [2.03, 1.46, -2.20], [-0.27, -0.25, 0.71], [-0.47, 0.26, 0.10], [0.39, -0.19, -0.15]], "lowdin_charge": [0.1662, -0.4894, -0.3609, 0.6387, 0.4757, -0.4302]}

# 2
{"formula": "CHClN2O3", "method": "wB97M-V/def2-TZVPD", "energy_ev": -22691.167, "homo_lumo_gap_ev": 9.63, "smiles": "O=[N+]([O-])C#[N+][O-].Cl", "largest_force_ev_per_a": 3.6, "symbols": ["O", "N", "O", "C", "N", "O", "Cl", "H"], "xyz": [[-0.287, 1.831, -1.241], [0.676, 1.213, -0.978], [1.780, 1.346, -1.469], [0.610, 0.187, 0.010], [0.924, -0.541, 0.872], [1.203, -1.176, 1.816], [-1.902, -1.668, 0.540], [-3.004, -1.192, 0.451]], "atomic_forces_ev_per_a": [[-2.24, 1.06, -0.24], [2.32, -1.26, 0.28], [0.21, -0.02, -0.04], [0.14, -1.38, 1.28], [-0.22, 2.90, -2.07], [0.07, -1.16, 0.78], [2.43, -1.32, 0.24], [-2.71, 1.17, -0.23]], "lowdin_charge": [0.1442, -0.3977, 0.1114, 0.0486, -0.1177, 0.0916, 0.4201, -0.3005]}

# 3
{"formula": "CHClN4OP", "method": "wB97M-V/def2-TZVPD", "charge": -1, "energy_ev": -30872.434, "homo_lumo_gap_ev": 7.49, "largest_force_ev_per_a": 2.8, "symbols": ["C", "N", "N", "N", "N", "O", "P", "Cl", "H"], "xyz": [[0.732, -0.756, 0.011], [-0.971, 1.910, 0.564], [-1.200, 0.928, -0.049], [1.347, -0.090, -0.792], [-0.841, 2.927, 1.047], [-1.653, -1.540, -0.829], [-1.141, -0.809, 0.377], [1.555, -2.198, 0.865], [2.172, -0.372, -1.193]], "atomic_forces_ev_per_a": [[-0.41, -1.25, 1.00], [-0.30, 0.75, 0.28], [-0.54, -0.59, -1.21], [-1.69, 1.95, -0.85], [0.38, 0.43, 0.52], [-0.01, 0.02, -0.14], [-0.21, -0.23, 0.88], [0.16, -0.28, -0.02], [2.62, -0.82, -0.47]], "lowdin_charge": [-0.8783, -0.3795, -0.1411, 0.0498, 0.0813, -0.5720, 0.5106, 0.3220, 0.0073]}

# 4
{"formula": "CHClN4OP", "method": "wB97M-V/def2-TZVPD", "charge": -1, "energy_ev": -30873.434, "homo_lumo_gap_ev": 8.90, "largest_force_ev_per_a": 4.6, "symbols": ["C", "N", "N", "N", "N", "O", "P", "Cl", "H"], "xyz": [[-1.359, 0.946, 0.714], [2.907, 0.300, 0.795], [-0.821, 1.653, 1.432], [1.698, -0.094, -1.087], [2.229, 0.018, -0.059], [-0.554, -1.096, -0.671], [-1.711, -0.135, -0.693], [-3.098, -1.192, 0.456], [0.710, -0.400, -0.888]], "atomic_forces_ev_per_a": [[0.22, -0.10, -0.24], [0.36, -0.44, 1.36], [0.37, 1.01, 1.02], [-1.95, -0.62, -3.77], [3.15, 1.81, 2.88], [0.19, -0.42, -0.12], [-0.79, -0.14, -0.86], [-1.13, -0.49, 0.43], [-0.41, -0.60, -0.69]], "lowdin_charge": [-0.5342, 0.1056, 0.0427, 0.0790, -0.3869, -0.6054, 0.2577, 0.0838, -0.0423]}

# 5
{"formula": "CHClO3", "method": "wB97M-V/def2-TZVPD", "energy_ev": -19711.590, "homo_lumo_gap_ev": [9.59, 7.44], "largest_force_ev_per_a": 7.2, "symbols": ["C", "O", "O", "O", "Cl", "H"], "xyz": [[1.170, 0.355, -0.166], [0.551, 1.351, 0.063], [-1.599, -0.234, 0.580], [-0.694, -1.105, 0.035], [2.464, -0.529, -0.343], [-1.892, 0.162, -0.169]], "atomic_forces_ev_per_a": [[-6.78, 1.95, 1.26], [3.15, -1.87, -0.73], [1.87, -2.08, 3.22], [1.21, 0.39, 0.05], [2.43, -0.64, -0.26], [-1.88, 2.25, -3.54]], "lowdin_charge": [-0.7462, 0.0809, -0.0651, -0.1920, 0.9004, 0.0221]}

# 6
{"formula": "CHClS2", "method": "wB97M-V/def2-TZVPD", "energy_ev": -35245.976, "homo_lumo_gap_ev": 9.59, "largest_force_ev_per_a": 1.3, "symbols": ["C", "S", "S", "Cl", "H"], "xyz": [[-4.905, 0.195, 0.250], [-4.799, 1.684, -0.191], [-4.975, -1.352, 0.510], [0.298, 0.379, -0.724], [1.252, 0.866, -1.502]], "atomic_forces_ev_per_a": [[0.10, -0.70, -0.53], [-0.08, -0.42, 0.43], [0.00, 1.11, 0.10], [0.92, 0.47, -0.75], [-0.92, -0.47, 0.75]], "lowdin_charge": [-1.4127, 0.7138, 0.6971, 0.2159, -0.2141]}